C47H90NO21 | ωB97M-V with the def2-TZVPD basis set

Each line ends with the Löwdin charge.
Positions of all 159 atoms, in Å:
1 C -0.7799 3.6260 1.3200  -0.13
2 C -1.3159 5.1795 1.0115  -0.23
3 C -2.8691 5.2076 0.4424  -0.23
4 C -3.1505 4.1506 -0.7797  -0.23
5 C -4.0902 2.9239 -0.1496  -0.20
6 C -4.1881 1.7540 -1.2977  -0.21
7 C -3.3776 0.3770 -0.8415  -0.19
8 C -1.7445 0.5238 -0.9807  -0.22
9 C -1.1634 -0.7317 -1.8703  -0.21
10 C 0.4341 -0.9742 -1.4880  -0.21
11 C 1.2671 -1.7992 -2.6534  -0.20
12 C 2.6930 -0.9606 -2.8848  -0.20
13 C 2.3396 0.3918 -3.7598  -0.16
14 C 2.6161 1.8057 -2.9094  -0.12
15 N 3.5563 2.7305 -3.6628  -0.13
16 C 3.0173 3.2523 -4.9775  -0.12
17 C 1.4013 3.4953 -5.0334  -0.12
18 C 0.6224 4.8729 -4.4917  -0.02
19 C -1.0251 5.0739 -4.5727  -0.05
20 C -2.0128 3.9193 -5.2021  -0.03
21 C -1.2702 2.5574 -5.7876  -0.04
22 C 0.3714 2.3614 -5.7057  -0.02
23 C 4.1373 3.8564 -2.8198  -0.29
24 C 3.0357 4.8303 -2.1062  -0.06
25 C 5.1910 3.3731 -1.6618  -0.19
26 C 6.5402 2.6235 -2.2133  -0.23
27 C 7.4832 2.3380 -0.8618  -0.13
28 H -0.8800 2.9287 0.3850  0.04
29 H 0.3643 3.7231 1.5978  0.07
30 H -1.3893 3.1691 2.2155  0.08
31 H -1.3162 5.7702 2.0329  0.11
32 H -0.6313 5.7161 0.2285  0.10
33 H -3.6678 5.0025 1.2763  0.11
34 H -3.1000 6.2898 0.0133  0.11
35 H -3.7276 4.7236 -1.6331  0.11
36 H -2.1359 3.7500 -1.2280  0.09
37 H -5.1575 3.3598 0.0799  0.12
38 H -3.5675 2.5459 0.8367  0.11
39 H -5.3248 1.4788 -1.4588  0.10
40 H -3.7172 2.1821 -2.2942  0.10
41 H -3.7008 -0.5002 -1.5659  0.10
42 H -3.6522 0.1334 0.2811  0.12
43 H -1.4901 1.5315 -1.5396  0.10
44 H -1.2451 0.5033 0.0959  0.12
45 H -1.2308 -0.4316 -3.0225  0.11
46 H -1.7728 -1.7419 -1.6980  0.13
47 H 0.5487 -1.5705 -0.4812  0.12
48 H 0.9195 0.1025 -1.3371  0.10
49 H 0.5789 -1.7581 -3.6265  0.11
50 H 1.4423 -2.9289 -2.4029  0.12
51 H 3.3666 -1.6397 -3.5878  0.12
52 H 3.1727 -0.7459 -1.8370  0.11
53 H 1.1560 0.3729 -3.9144  0.10
54 H 2.8976 0.3951 -4.8098  0.12
55 H 3.1983 1.4434 -1.9319  0.13
56 H 1.6331 2.3076 -2.5240  0.14
57 H 4.3927 2.1232 -3.9219  0.18
58 H 3.5935 4.2164 -5.3819  0.16
59 H 3.2561 2.4077 -5.7869  0.15
60 H 1.2251 5.7635 -4.0243  0.07
61 H -1.4830 6.0843 -4.1329  0.10
62 H -3.1696 4.1114 -5.2076  0.10
63 H -1.9266 1.6905 -6.2709  0.09
64 H 0.8317 1.3721 -6.1444  0.09
65 H 4.7613 4.5424 -3.5704  0.17
66 H 3.0170 5.8933 -2.6491  0.10
67 H 3.4108 5.0680 -1.0011  0.10
68 H 1.9467 4.4089 -2.0466  0.08
69 H 5.5472 4.3471 -1.0710  0.14
70 H 4.6014 2.7277 -0.8549  0.12
71 H 7.1599 3.2897 -2.9524  0.12
72 H 6.2613 1.5630 -2.6231  0.10
73 H 8.6041 2.6244 -1.0418  0.09
74 H 7.0934 3.0816 -0.0126  0.08
75 H 7.3163 1.2580 -0.4421  0.08
76 C 4.0497 0.9788 2.0139  -0.06
77 O 3.3277 0.7775 3.2274  0.00
78 C 2.2602 -0.0520 3.1109  -0.55
79 O 1.8939 -0.6101 2.0885  0.10
80 O 1.6707 -0.1529 4.3290  -0.04
81 C 0.5243 -1.0009 4.3577  -0.04
82 H 4.8808 1.6577 2.2238  0.09
83 H 4.4619 0.0326 1.6486  0.10
84 H 3.4096 1.4420 1.2562  0.08
85 H 0.7955 -2.0261 4.0860  0.10
86 H -0.2568 -0.6167 3.6936  0.10
87 H 0.1344 -1.0075 5.3793  0.10
88 C -2.1639 4.7871 6.1150  -0.05
89 O -1.2298 4.0461 6.8979  -0.01
90 C -0.1940 3.5292 6.1900  -0.56
91 O -0.0161 3.6494 4.9879  0.09
92 O 0.6096 2.8554 7.0511  0.00
93 C 1.7497 2.2537 6.4410  -0.04
94 H -2.9487 5.1534 6.7825  0.10
95 H -1.6778 5.6502 5.6488  0.10
96 H -2.6272 4.1462 5.3579  0.10
97 H 2.3922 3.0156 5.9878  0.10
98 H 1.4429 1.5116 5.6970  0.07
99 H 2.3203 1.7426 7.2214  0.10
100 C 2.5271 -3.8524 6.6841  -0.04
101 O 1.5865 -4.6604 5.9793  -0.01
102 C 2.0305 -5.9093 5.6887  -0.54
103 O 3.1263 -6.3657 5.9754  0.07
104 O 1.0443 -6.5625 5.0238  0.00
105 C 1.3734 -7.8993 4.6513  -0.03
106 H 2.0670 -2.8768 6.8635  0.09
107 H 2.7721 -4.3008 7.6523  0.10
108 H 3.4315 -3.7018 6.0857  0.10
109 H 1.5724 -8.5094 5.5382  0.10
110 H 2.2316 -7.9104 3.9716  0.10
111 H 0.5138 -8.3252 4.1266  0.10
112 C 8.4614 -4.2517 1.5811  -0.06
113 O 7.7394 -4.4530 2.7946  -0.01
114 C 6.6719 -5.2824 2.6781  -0.56
115 O 6.3056 -5.8406 1.6557  0.10
116 O 6.0824 -5.3833 3.8962  0.00
117 C 4.9360 -6.2313 3.9249  -0.05
118 H 9.2925 -3.5727 1.7910  0.09
119 H 8.8736 -5.1978 1.2158  0.10
120 H 7.8213 -3.7884 0.8233  0.09
121 H 5.2072 -7.2566 3.6532  0.11
122 H 4.1549 -5.8472 3.2608  0.10
123 H 4.5461 -6.2379 4.9465  0.06
124 C -8.1932 2.7313 -5.7536  -0.05
125 O -7.5275 1.7068 -5.0176  -0.01
126 C -6.3366 1.3250 -5.5442  -0.56
127 O -5.8217 1.7767 -6.5552  0.10
128 O -5.8178 0.3538 -4.7513  -0.01
129 C -4.5555 -0.1473 -5.1868  -0.05
130 H -9.1332 2.9577 -5.2429  0.10
131 H -7.5876 3.6428 -5.7804  0.10
132 H -8.4258 2.3894 -6.7673  0.10
133 H -3.8044 0.6492 -5.1911  0.07
134 H -4.6426 -0.6043 -6.1779  0.10
135 H -4.2356 -0.9178 -4.4799  0.09
136 C -8.7970 0.7415 -1.0815  -0.05
137 O -9.2293 0.5153 0.2588  -0.01
138 C -8.2206 0.3262 1.1464  -0.56
139 O -7.0271 0.3362 0.8885  0.09
140 O -8.7697 0.1241 2.3707  -0.01
141 C -7.8190 -0.0906 3.4120  -0.05
142 H -9.6852 0.8796 -1.7043  0.10
143 H -8.1890 1.6498 -1.1427  0.09
144 H -8.2425 -0.1235 -1.4595  0.10
145 H -7.1718 0.7844 3.5303  0.10
146 H -7.2254 -0.9888 3.2137  0.10
147 H -8.3684 -0.2407 4.3455  0.10
148 C 0.1014 -10.9690 -0.7587  -0.05
149 O -0.6449 -9.8295 -1.1814  -0.01
150 C -0.8373 -8.8977 -0.2140  -0.56
151 O -0.4346 -8.9651 0.9369  0.10
152 O -1.5551 -7.8778 -0.7486  -0.01
153 C -1.8349 -6.8166 0.1622  -0.05
154 H 0.1943 -11.6475 -1.6112  0.10
155 H 1.1072 -10.6755 -0.4411  0.10
156 H -0.4216 -11.4964 0.0457  0.10
157 H -0.9066 -6.3571 0.5166  0.10
158 H -2.4354 -7.1779 1.0033  0.10
159 H -2.4128 -6.0569 -0.3714  0.09

Calculated values
LUMO level, Ha: -0.1079
E, eV: -94663.4662
2S+1: 1
Kohn-Sham gap, Eh: 0.3085
HOMO, eV: -11.33
Charge: +1